Entry 1:
{
  "formula": "C5H11NO",
  "method": "ωB97M-V with the def2-TZVPD basis set",
  "species": ["C", "C", "N", "C", "C", "C", "O", "H", "H", "H", "H", "H", "H", "H", "H", "H", "H", "H"],
  "positions_angstrom": [[-0.9540, -0.2749, -2.0662], [-0.3945, 0.6947, -0.9969], [0.2216, -0.0437, 0.1809], [-0.3705, -1.2846, 0.7209], [0.3914, 1.0609, 1.1774], [1.6269, 0.2849, 1.3713], [1.9184, -0.1700, 2.5703], [-1.6856, -0.9605, -1.5774], [-1.3541, 0.4845, -2.8005], [-0.1263, -0.8366, -2.4259], [0.3468, 1.2798, -1.5146], [-1.0169, 1.2806, -0.3693], [-1.4920, -1.1544, 0.8689], [0.0176, -2.2025, 0.2642], [0.1774, -1.2448, 1.6809], [-0.3098, 0.9444, 1.9057], [0.6494, 1.8978, 0.5304], [2.3543, 0.2444, 0.4799]],
  "mulliken_charge": [-1.1310, -0.5555, 0.0170, -1.0326, -0.7969, 0.1922, -0.6062, 0.3113, 0.3525, 0.3389, 0.2495, 0.5099, 0.3136, 0.2908, 0.4096, 0.3883, 0.4594, 0.2890],
  "e_above_lowest_kcal_mol": 106.6,
  "max_force_ev_per_a": 6.9,
  "e_homo_ev": -8.91
}

Entry 2:
{
  "formula": "C29H25N8SSn",
  "method": "ωB97M-V with the def2-TZVPD basis set",
  "species": ["Sn", "C", "C", "N", "C", "C", "C", "C", "C", "C", "C", "N", "C", "C", "C", "C", "C", "C", "C", "C", "N", "C", "H", "H", "H", "H", "H", "H", "H", "H", "H", "H", "H", "H", "C", "C", "C", "C", "N", "C", "C", "C", "C", "C", "C", "N", "H", "H", "H", "H", "H", "H", "H", "H", "N", "N", "C", "N", "S", "H", "H", "H", "H", "H"],
  "positions_angstrom": [[-0.3953, -0.6887, 0.9579], [-0.3208, 2.9797, 3.9542], [-0.2694, 1.6592, 3.4892], [0.1901, 1.3426, 2.3009], [0.6695, 2.2996, 1.4773], [0.6278, 3.6680, 1.8472], [0.1075, 3.9798, 3.1213], [1.1063, 4.6466, 0.9516], [1.6265, 4.2426, -0.2450], [1.7019, 2.8871, -0.6082], [1.2482, 1.8742, 0.2243], [1.2869, 0.5149, 0.0303], [2.2140, -0.1995, -0.6900], [2.9830, 0.2120, -1.7683], [3.9550, -0.6177, -2.3524], [4.2040, -1.8773, -1.8876], [3.4447, -2.3633, -0.8029], [3.6529, -3.6366, -0.2304], [2.8913, -4.0454, 0.8317], [1.8766, -3.1976, 1.2936], [1.6560, -2.0120, 0.7732], [2.4320, -1.5515, -0.2353], [-0.6930, 3.1917, 4.9467], [-0.6036, 0.8323, 4.1102], [0.0690, 5.0152, 3.4370], [1.0668, 5.6917, 1.2285], [1.9969, 4.9814, -0.9441], [2.1122, 2.6641, -1.5763], [2.8497, 1.1881, -2.1977], [4.5194, -0.2327, -3.1919], [4.9751, -2.4973, -2.3249], [4.4297, -4.2770, -0.6296], [3.0517, -5.0025, 1.3071], [1.2277, -3.4949, 2.1107], [-2.5648, 3.1817, -0.6688], [-2.5008, 3.0784, -2.0490], [-2.0129, 1.9136, -2.6161], [-1.5839, 0.8752, -1.7926], [-1.6655, 0.9810, -0.4629], [-2.1408, 2.0975, 0.0772], [-1.0047, -0.3806, -2.3344], [-0.8635, -0.6045, -3.7004], [-0.2820, -1.7811, -4.1439], [0.1187, -2.7249, -3.2143], [-0.0734, -2.4373, -1.8747], [-0.6018, -1.2960, -1.4467], [-2.9346, 4.0751, -0.1867], [-2.8286, 3.8944, -2.6783], [-1.9680, 1.8297, -3.6908], [-2.1815, 2.1208, 1.1612], [-1.1961, 0.1235, -4.4237], [-0.1515, -1.9575, -5.2028], [0.5659, -3.6602, -3.5180], [0.1954, -3.1560, -1.1092], [-3.6435, -0.6625, 2.0763], [-3.7810, -1.8828, 2.7322], [-3.2439, -3.0331, 2.2615], [-3.4967, -4.1238, 3.0074], [-2.3498, -3.1851, 0.8605], [-3.5618, 0.0695, 2.7699], [-4.4528, -0.4728, 1.4919], [-4.4620, -1.9424, 3.4748], [-4.0874, -4.1188, 3.8221], [-3.1369, -4.9979, 2.6703]],
  "mulliken_charge": [0.5682, -0.6922, -0.4116, -0.0957, 0.6722, 1.3969, -0.7829, -0.8898, -1.2748, -0.7655, -0.1473, 0.4870, -0.1377, -0.7701, -1.3037, -0.8464, 1.3164, -0.7661, -0.7611, -0.3176, 0.0234, 0.8046, 0.4193, 0.4832, 0.4552, 0.4375, 0.4236, 0.4211, 0.3194, 0.4266, 0.4346, 0.4627, 0.4124, 0.4221, -1.0824, -0.5815, -0.8867, 0.7880, 0.3710, -0.0101, 0.4606, -0.8869, -0.5962, -1.1209, -0.0682, 0.4767, 0.4697, 0.4517, 0.3553, 0.4873, 0.3552, 0.4532, 0.4827, 0.4967, -0.3425, -0.3503, 0.6419, -0.4424, -0.4469, 0.2570, 0.2453, 0.2175, 0.1815, 0.1999],
  "charge": 1,
  "e_above_lowest_kcal_mol": 0.0,
  "max_force_ev_per_a": 0.7,
  "e_homo_ev": -9.28
}

Entry 3:
{
  "formula": "C5H11NO",
  "method": "ωB97M-V with the def2-TZVPD basis set",
  "species": ["C", "N", "C", "O", "C", "C", "C", "H", "H", "H", "H", "H", "H", "H", "H", "H", "H", "H"],
  "positions_angstrom": [[-0.8404, 0.1540, 2.3151], [-0.3140, 1.0879, 1.3166], [0.6738, 0.3883, 0.5796], [1.7488, 0.1286, 1.0690], [0.1289, -0.2868, -0.6690], [-0.6128, 0.6107, -1.6700], [1.1385, -1.2014, -1.3446], [-1.1380, -0.8046, 1.8314], [-1.7142, 0.5834, 2.8106], [-0.0618, -0.0634, 3.0467], [-1.0733, 1.3814, 0.7117], [-0.6204, -0.9413, -0.1686], [0.0771, 1.0283, -2.4105], [-1.1378, 1.4588, -1.2153], [-1.3610, 0.0160, -2.2033], [0.6129, -1.8677, -2.0364], [1.8917, -0.6397, -1.9079], [1.6606, -1.8048, -0.5987]],
  "mulliken_charge": [-0.8538, -0.3842, 0.3019, -0.5536, 0.8914, -1.2219, -1.4995, 0.2541, 0.3407, 0.2805, 0.3057, 0.0663, 0.3068, 0.3584, 0.3151, 0.3975, 0.3535, 0.3412],
  "e_above_lowest_kcal_mol": 21.6,
  "smiles": "CNC(=O)C(C)C",
  "max_force_ev_per_a": 0.5,
  "e_homo_ev": -9.54
}

Entry 4:
{
  "formula": "C35H59FN7O7P",
  "method": "ωB97M-V with the def2-TZVPD basis set",
  "species": ["C", "C", "C", "C", "N", "C", "C", "C", "C", "C", "C", "C", "C", "C", "N", "C", "C", "C", "P", "C", "O", "C", "O", "N", "F", "C", "O", "H", "H", "H", "H", "H", "H", "H", "H", "H", "H", "H", "H", "H", "H", "H", "C", "O", "C", "C", "C", "N", "H", "H", "H", "H", "H", "H", "H", "H", "H", "H", "H", "C", "O", "C", "C", "C", "N", "H", "H", "H", "H", "H", "H", "H", "H", "H", "H", "H", "C", "O", "C", "C", "C", "N", "H", "H", "H", "H", "H", "H", "H", "H", "H", "H", "H", "C", "O", "C", "C", "C", "N", "H", "H", "H", "H", "H", "H", "H", "H", "H", "H", "H"],
  "positions_angstrom": [[4.0587, 3.2515, -2.1879], [3.1435, 2.5442, -1.8380], [1.8217, 1.9006, -1.6892], [1.4977, 0.7383, -2.4270], [2.3868, 0.0985, -3.3002], [2.8244, 0.8157, -4.2706], [1.9777, 1.6837, -5.1963], [4.3471, 0.8008, -4.5393], [0.1973, 0.1393, -2.2567], [-0.2213, -1.1232, -2.9670], [-1.3445, -1.1496, -3.8047], [-1.7939, -2.2859, -4.5075], [-1.0126, -3.4538, -4.2579], [0.0663, -3.3107, -3.3712], [0.4959, -2.2280, -2.7475], [-0.6973, 0.7637, -1.3940], [-0.3409, 1.9576, -0.6501], [0.9335, 2.5334, -0.7708], [1.4274, 4.0235, 0.2114], [1.1557, 5.4589, -0.9777], [0.4148, 4.2693, 1.5156], [-1.5789, 2.3453, 0.1719], [-2.0127, 3.3859, 0.5420], [-2.2158, 1.0323, 0.3598], [-1.4801, 0.2089, 1.2128], [-2.1407, 0.4199, -0.9707], [-3.0329, -0.1353, -1.5236], [4.7600, 4.0095, -2.5093], [0.9522, 1.8724, -4.8344], [1.9367, 1.2939, -6.2326], [2.4764, 2.6757, -5.2754], [4.6813, 1.6925, -5.0990], [4.8665, 0.8030, -3.5656], [4.6736, -0.1170, -5.0688], [-1.9155, -0.2154, -3.9207], [-2.6713, -2.2851, -5.1580], [-1.2583, -4.4065, -4.7424], [0.6371, -4.2341, -3.1654], [0.3805, 5.2172, -1.7247], [0.9416, 6.3629, -0.3832], [2.1260, 5.5653, -1.5002], [-0.2017, 4.9773, 1.2633], [-8.6951, -1.6099, -0.0217], [-7.4099, -1.5116, -0.6075], [-7.3153, -0.5986, -1.6871], [-7.1522, 0.8734, -1.2693], [-8.4455, 1.5139, -0.7732], [-6.1203, 1.0327, -0.2416], [-9.4930, -1.4912, -0.7606], [-8.8086, -0.8762, 0.7793], [-8.7829, -2.6002, 0.4268], [-6.4155, -0.8915, -2.2362], [-8.1591, -0.7291, -2.3778], [-6.8373, 1.4293, -2.1585], [-8.7008, 1.2063, 0.2410], [-8.3445, 2.6004, -0.7575], [-9.2849, 1.2675, -1.4281], [-5.2339, 0.6947, -0.6094], [-6.3348, 0.3777, 0.5073], [6.2793, 4.3382, 1.2696], [7.2100, 4.1325, 0.2194], [8.5308, 3.8426, 0.6432], [8.7679, 2.3744, 1.0376], [8.1930, 2.0081, 2.4026], [8.2300, 1.4497, 0.0339], [6.7362, 4.8262, 2.1350], [5.8237, 3.3905, 1.5622], [5.4829, 4.9803, 0.8913], [9.1676, 4.0643, -0.2184], [8.8386, 4.5283, 1.4431], [9.8509, 2.2256, 1.0930], [7.1114, 1.8743, 2.3775], [8.6196, 1.0655, 2.7490], [8.4269, 2.7725, 3.1472], [8.6877, 1.6294, -0.8562], [7.2614, 1.7136, -0.1346], [-2.1754, -1.7280, 3.2160], [-2.5837, -2.5711, 4.2796], [-3.2730, -1.9095, 5.3246], [-4.7658, -1.6581, 5.0470], [-5.0212, -0.5073, 4.0773], [-5.4332, -2.8618, 4.5395], [-1.8965, -0.7314, 3.5673], [-2.9614, -1.6581, 2.4618], [-1.3054, -2.1831, 2.7408], [-3.2010, -2.5771, 6.1886], [-2.7548, -0.9824, 5.6025], [-5.2305, -1.3865, 6.0003], [-4.8280, -0.7842, 3.0406], [-6.0657, -0.1955, 4.1314], [-4.4027, 0.3594, 4.3213], [-5.3470, -3.6011, 5.2322], [-4.8858, -3.2033, 3.7525], [2.1987, -2.7158, -0.0077], [2.6285, -4.0673, -0.0698], [3.0692, -4.6066, 1.1631], [1.9389, -5.0876, 2.0897], [1.1978, -3.9523, 2.7894], [0.9653, -5.9162, 1.3708], [2.7790, -2.1334, 0.7150], [1.1338, -2.6673, 0.2307], [2.3316, -2.2753, -0.9941], [3.6783, -5.4767, 0.8990], [3.7372, -3.9024, 1.6758], [2.3996, -5.7018, 2.8700], [0.5000, -3.4402, 2.1268], [0.6123, -4.3426, 3.6236], [1.8958, -3.2134, 3.1902], [1.4447, -6.7268, 0.9873], [0.6742, -5.3951, 0.5464]],
  "mulliken_charge": [-0.1874, -1.4980, 0.9752, -0.2542, -0.3503, 0.5048, -1.1899, -1.1899, 1.7371, -0.1077, -0.4583, -0.7036, -0.4896, -0.3909, -0.0809, 0.2526, -0.6664, 1.4847, 0.2218, -1.0897, -0.4662, -0.0638, -0.5043, 0.0613, -0.1333, -0.1824, -0.4979, 0.4123, 0.2615, 0.3646, 0.3722, 0.3406, 0.2994, 0.3295, 0.3568, 0.4383, 0.3887, 0.3687, 0.3454, 0.4462, 0.2664, 0.2772, -0.6564, -0.3600, -0.6670, 0.3674, -1.5125, -0.5694, 0.3054, 0.2224, 0.2556, 0.3124, 0.4296, 0.4724, 0.2825, 0.3679, 0.3538, 0.1212, 0.2629, -0.5713, -0.3531, -0.7266, 0.3566, -1.3861, -0.7015, 0.3522, 0.1803, 0.1842, 0.3339, 0.3972, 0.4188, 0.2776, 0.3442, 0.3451, 0.2742, 0.2684, -0.0847, -0.4261, -0.7112, 0.2854, -1.1700, -0.7242, 0.3467, 0.2437, -0.2634, 0.3454, 0.4130, 0.4000, 0.0607, 0.3746, 0.3731, 0.2731, 0.3276, -0.4208, -0.4012, -0.7953, 0.3747, -1.1386, -0.7282, 0.3502, 0.1379, 0.1440, 0.3691, 0.3960, 0.4394, -0.1611, 0.4268, 0.3864, 0.2767, 0.2973],
  "smiles": "C#Cc1c(N=C(C)C)c(-c2ccccn2)c2c(c1P(C)O)C(=O)N(F)C2=O.COC[C@@H](C)N.COC[C@@H](C)N.COC[C@@H](C)N.COC[C@@H](C)N",
  "max_force_ev_per_a": 3.7,
  "e_homo_ev": -8.43
}

Entry 5:
{
  "formula": "C11H40N14O9",
  "method": "ωB97M-V with the def2-TZVPD basis set",
  "species": ["N", "C", "N", "O", "H", "H", "H", "H", "N", "C", "N", "O", "H", "H", "H", "H", "N", "C", "N", "O", "H", "H", "H", "H", "N", "C", "N", "O", "H", "H", "H", "H", "N", "C", "N", "O", "H", "H", "H", "H", "N", "C", "N", "O", "H", "H", "H", "H", "N", "C", "N", "O", "H", "H", "H", "H", "C", "C", "O", "H", "H", "H", "H", "H", "H", "C", "C", "O", "H", "H", "H", "H", "H", "H"],
  "positions_angstrom": [[2.7854, -2.5051, -1.6068], [2.5899, -3.5551, -2.3232], [2.0424, -3.2213, -3.3979], [2.7059, -4.6949, -1.9445], [3.0466, -2.7403, -0.6599], [2.6407, -1.5600, -1.9324], [2.1022, -2.2551, -3.6860], [1.8890, -3.9298, -4.1012], [2.7101, -0.1418, 4.2267], [1.8893, 0.6784, 3.5556], [0.8747, -0.0178, 3.0623], [2.1236, 1.8282, 3.3587], [3.4809, 0.4088, 4.5771], [2.5569, -1.1401, 4.2168], [0.1928, 0.5241, 2.5510], [0.8865, -1.0129, 3.2347], [-1.3197, -2.3249, 2.9337], [-2.5262, -1.9016, 2.9443], [-3.1547, -2.4658, 1.9865], [-2.8628, -0.9789, 3.6312], [-1.1321, -3.0833, 2.2936], [-0.6550, -1.9354, 3.5868], [-2.7557, -3.2347, 1.4671], [-4.1423, -2.3058, 1.8484], [3.2148, 2.4144, -0.7445], [3.8759, 2.1971, -1.8660], [5.1305, 2.5389, -1.8092], [3.4378, 1.8973, -2.9676], [3.6308, 2.7811, 0.0996], [2.2182, 2.2502, -0.7486], [5.6955, 2.5100, -2.6458], [5.5355, 3.0002, -1.0071], [-5.0765, -0.9323, 0.2411], [-4.1089, -0.3061, -0.3422], [-3.4850, 0.5577, 0.4409], [-3.9002, -0.4410, -1.5152], [-4.9949, -0.9498, 1.2476], [-5.7023, -1.5703, -0.2295], [-3.7343, 0.4501, 1.4137], [-2.5515, 0.8245, 0.1624], [-0.0090, -5.6865, 0.8965], [-0.7443, -4.7455, 0.2864], [-0.2249, -4.2672, -0.7806], [-1.8740, -4.3506, 0.6151], [-0.4333, -6.0824, 1.7232], [0.8580, -6.0178, 0.4981], [0.7130, -4.5424, -1.0350], [-0.7160, -3.6149, -1.3751], [-1.5703, 1.9380, -2.8955], [-2.3403, 2.8667, -3.3286], [-2.6322, 2.6670, -4.6046], [-2.6990, 3.9075, -2.7740], [-1.3661, 1.8913, -1.9074], [-1.0667, 1.3752, -3.5661], [-2.4833, 1.7609, -5.0251], [-3.1635, 3.3948, -5.0608], [-0.2902, -0.5531, 0.0179], [0.4309, 0.7953, -0.1667], [-0.6673, 1.6112, -0.1113], [0.4748, -1.3228, 0.1211], [-0.9096, -0.7528, -0.8565], [-0.8464, -0.5680, 0.9552], [0.9084, 0.6760, -1.1392], [1.2913, 0.8457, 0.5006], [-0.3615, 2.5095, -0.2570], [-0.0581, 4.7171, 1.8102], [1.0795, 4.0878, 0.8895], [0.5203, 4.0360, -0.4078], [-1.0599, 4.2879, 1.8303], [-0.0960, 5.7363, 1.4256], [0.4517, 4.7735, 2.7720], [1.4697, 3.1334, 1.2431], [1.8326, 4.8644, 0.7557], [0.4280, 4.9717, -0.6014]],
  "mulliken_charge": [-0.2776, 0.7034, -0.3742, -0.7305, 0.1956, 0.0957, 0.1447, 0.2277, -0.4478, 0.5772, -0.1049, -0.6308, 0.2551, 0.1537, 0.0845, 0.1166, -0.2741, 0.5591, -0.1963, -0.7328, 0.1020, 0.1618, 0.3014, 0.2022, -0.0784, 0.6562, -0.3976, -0.6975, 0.2067, 0.0893, 0.2535, 0.1487, -0.4792, 0.7146, -0.1619, -0.6567, 0.1414, 0.2120, 0.2753, -0.1617, -0.3858, 0.6615, -0.1716, -0.8787, 0.2257, 0.1873, 0.0952, 0.1819, -0.2179, 0.6620, -0.4546, -0.7035, 0.3521, 0.2040, 0.1596, 0.2434, -0.9852, -0.6295, -0.3805, 0.3380, 0.3970, -0.1036, 0.4033, 0.4448, 0.1460, -1.2575, -0.1635, -0.5884, 0.3101, 0.4195, 0.3536, 0.1253, 0.5154, 0.3182],
  "e_above_lowest_kcal_mol": 113.5,
  "smiles": "NC(N)=O.NC(N)=O.NC(N)=O.NC(N)=O.NC(N)=O.NC(N)=O.NC(N)=O.CCO.CCO",
  "max_force_ev_per_a": 8.3,
  "e_homo_ev": -8.97
}

Entry 6:
{
  "formula": "C14H13ClF6OSr",
  "method": "ωB97M-V with the def2-TZVPD basis set",
  "species": ["C", "C", "C", "H", "C", "C", "H", "H", "H", "H", "Sr", "Cl", "C", "C", "C", "H", "C", "C", "H", "H", "H", "H", "C", "C", "O", "C", "F", "F", "F", "C", "F", "F", "F", "H", "H", "H"],
  "positions_angstrom": [[0.0420, -0.7719, 1.8046], [-1.1281, 0.0488, 1.8203], [-0.7168, 1.4243, 1.7919], [-2.1598, -0.3028, 1.8443], [0.7081, 1.4540, 1.7880], [1.1673, 0.1086, 1.7987], [2.2095, -0.1809, 1.8840], [0.0789, -1.8676, 1.8653], [-1.3653, 2.3067, 1.8065], [1.3425, 2.3492, 1.7773], [-0.3124, 0.3105, -1.0707], [-2.3128, -1.4766, -1.3772], [-3.1088, 1.6266, -2.9189], [-2.7035, 2.9216, -2.4800], [-3.4552, 3.2444, -1.3155], [-1.9800, 3.5633, -2.9739], [-4.3250, 2.1508, -1.0326], [-4.1165, 1.1581, -2.0296], [-4.6141, 0.1978, -2.0930], [-2.7390, 1.0970, -3.7913], [-3.3959, 4.1710, -0.7519], [-5.0373, 2.0947, -0.2151], [4.1241, 2.2069, -1.2735], [3.2584, 0.9699, -1.2308], [1.9350, 1.0542, -0.9529], [3.3507, 0.3430, -2.6691], [4.6436, 0.2182, -3.0749], [2.8228, -0.9099, -2.7267], [2.7069, 1.1128, -3.6045], [4.0909, 0.0011, -0.2949], [5.3714, -0.1810, -0.7626], [4.2066, 0.5190, 0.9741], [3.5423, -1.2286, -0.2043], [3.7213, 2.8884, -2.0319], [5.1640, 1.9376, -1.5333], [4.0974, 2.6513, -0.2747]],
  "mulliken_charge": [-1.0324, -0.5303, -0.6416, 0.3345, -0.2811, 0.0235, 0.4425, 0.2687, 0.3002, 0.3192, 1.3929, -0.7847, -0.7590, -0.6081, -0.4501, 0.4018, -0.5471, -0.3750, 0.3514, 0.4412, 0.3862, 0.3605, -1.7386, 0.7289, -0.7419, 0.5650, -0.2975, -0.2679, -0.2787, 0.6374, -0.2845, -0.2738, -0.2451, 0.3894, 0.3841, 0.4101],
  "charge": -2,
  "e_above_lowest_kcal_mol": 12.7,
  "max_force_ev_per_a": 1.9,
  "e_homo_ev": -0.54
}